Entry 1:
{"formula": "CH10O3S2", "method": "the ωB97M-V functional and the def2-TZVPD basis", "de_lowest_kj_mol": 54.1, "symbols": ["C", "S", "S", "H", "H", "H", "H", "O", "H", "H", "O", "H", "H", "O", "H", "H"], "xyz": [[1.597, -0.793, -1.461], [0.296, -1.862, -0.931], [-0.927, -1.831, -2.570], [1.425, 0.152, -1.085], [2.645, -1.139, -0.964], [1.845, -0.698, -2.562], [-0.437, -2.870, -3.317], [-1.255, -0.453, 2.148], [-0.376, -0.079, 2.086], [-1.207, -1.205, 1.487], [-1.983, 1.870, 0.641], [-2.893, 2.185, 0.713], [-2.099, 1.036, 1.214], [1.202, 1.517, 1.715], [1.778, 2.298, 1.596], [0.388, 1.871, 1.289]], "forces_ev_per_a": [[4.20, -1.40, -0.53], [-0.30, -0.81, -0.50], [-0.24, -0.32, -0.34], [-0.35, 2.13, 0.69], [-2.48, 0.57, -0.98], [-0.80, -0.56, 1.21], [-0.05, 0.39, 0.52], [-0.27, -1.46, -1.24], [0.49, 0.24, 0.18], [-0.16, 1.24, 1.07], [-0.82, -1.79, 1.42], [0.13, 0.55, -0.34], [0.92, 1.23, -1.05], [-0.52, 1.27, -0.82], [-0.03, -0.75, 0.33], [0.29, -0.52, 0.37]], "lowdin_charge": [-0.537, 0.360, 0.297, -0.033, 0.092, 0.056, -0.178, -0.079, 0.004, 0.046, -0.105, 0.030, 0.040, -0.078, 0.054, 0.030]}

=====

Entry 2:
{"formula": "C5H14", "method": "the ωB97M-V functional and the def2-TZVPD basis", "de_lowest_kj_mol": 62.9, "symbols": ["C", "C", "C", "H", "H", "H", "H", "H", "H", "H", "H", "C", "C", "H", "H", "H", "H", "H", "H"], "xyz": [[-1.810, -0.956, 1.492], [-1.579, -0.066, 0.287], [-1.860, -0.798, -1.051], [-2.682, -1.554, 1.455], [-1.826, -0.393, 2.428], [-0.978, -1.651, 1.646], [-2.179, 0.840, 0.325], [-0.505, 0.122, 0.332], [-2.602, -0.294, -1.663], [-0.938, -0.934, -1.616], [-2.189, -1.815, -0.825], [2.331, 1.619, -0.535], [2.736, 0.212, -0.159], [1.248, 1.773, -0.569], [2.764, 2.227, 0.244], [2.538, 1.994, -1.534], [3.689, -0.226, -0.419], [2.062, -0.486, -0.665], [2.547, -0.073, 0.879]], "forces_ev_per_a": [[0.97, 0.29, 0.93], [0.26, -0.82, -0.50], [0.40, -0.36, 0.56], [-1.16, -0.47, -0.18], [-0.17, 0.17, -0.07], [0.00, -0.05, -0.33], [0.25, 0.18, 0.20], [-0.14, 0.82, -0.17], [-0.02, -0.04, -0.07], [-0.07, 0.22, -0.20], [-0.28, 0.06, -0.18], [-0.16, 0.31, 0.30], [-1.49, -1.94, -0.67], [-0.06, -0.37, 0.78], [-0.03, 0.96, -0.19], [1.03, -0.30, -0.04], [0.68, 0.78, -0.13], [-0.15, -0.10, -0.23], [0.15, 0.65, 0.18]], "lowdin_charge": [-0.138, -0.300, -0.107, 0.051, 0.069, 0.075, 0.096, 0.074, 0.062, 0.058, 0.062, -0.166, -0.182, 0.054, 0.057, 0.064, 0.057, 0.049, 0.065]}

=====

What did we get for max |F|? Answer: 4.46 2.54 eV/Å, in the order shown.
What did we get for total energy? Answer: -29011.94170 -5411.39772 eV, in the order shown.
What did we get for E_LUMO? Answer: 0.5 1.1 eV, in the order shown.